[1]
Entry from the Open Molecules 2025 dataset: a cluster of 4 separate species, C44H81ClN4O18P3 in total at a distorted geometry (ωB97M-V/def2-TZVPD).

Positions of all 151 atoms, in Å:
C 3.2597 -0.3630 -0.9089
C 3.8841 0.5383 -1.9840
O 4.3636 1.5901 -1.6726
O 3.8952 0.1125 -3.3077
C 3.0002 0.9758 -4.0456
C 2.6081 0.3393 -5.4158
C 1.1144 0.6681 -5.6986
C 0.3546 -0.2703 -6.6971
C 0.9262 -1.6867 -6.9165
C 0.8637 -2.6633 -5.7240
C -0.5371 -3.1436 -5.2214
C -1.3257 -3.5631 -6.5440
C -2.2422 -2.5043 -7.1592
O -2.0274 -1.7539 -8.0374
Cl -3.9534 -2.4940 -6.4709
C -0.3070 -4.5882 -4.6080
C 0.6957 -4.8157 -3.4278
C 2.1984 -4.7247 -3.7023
C 2.9194 -5.3751 -4.7046
C 4.2990 -5.2538 -4.8656
C 5.0398 -4.4623 -3.9899
C 4.3474 -3.8184 -2.9615
C 2.9671 -3.9351 -2.8257
N 0.0236 -5.6446 -5.5575
C -0.6024 -6.6895 -5.4061
O -1.2924 -7.6095 -5.1874
N -1.6362 -4.6818 -3.8994
C -2.2444 -3.5689 -3.6735
C -3.6032 -3.5546 -2.9993
C -3.8529 -2.3746 -2.0193
C -4.9146 -2.8541 -0.9674
N -6.1159 -2.0849 -0.7514
O -4.7422 -3.8652 -0.3529
C -1.3344 -2.3663 -4.1599
O -2.0023 -1.1938 -4.5606
C -0.6920 -1.9351 -2.7563
N 0.6296 -1.3650 -2.7835
H 3.7482 -0.2630 0.0658
H 2.1712 -0.2025 -0.8229
H 3.3688 -1.3957 -1.2979
H 3.4623 1.9623 -4.2262
H 2.0974 1.1464 -3.4266
H 2.8562 -0.7306 -5.3717
H 3.2045 0.8400 -6.1949
H 1.0969 1.6800 -6.1446
H 0.4965 0.7698 -4.7829
H -0.7114 -0.2637 -6.4093
H 0.3668 0.2307 -7.6843
H 1.9995 -1.5668 -7.1638
H 0.4956 -2.0788 -7.8553
H 1.4032 -3.5759 -6.0445
H 1.5067 -2.2501 -4.9315
H -0.5957 -3.8900 -7.2948
H -1.9900 -4.4278 -6.3678
H 0.5021 -4.2060 -2.5296
H 0.5127 -5.8550 -3.0749
H 2.4066 -6.0352 -5.4063
H 4.8032 -5.7896 -5.6736
H 6.1207 -4.3247 -4.0760
H 4.9276 -3.2174 -2.2561
H 2.5335 -3.4004 -1.9726
H -2.1452 -5.5025 -3.5692
H -3.7099 -4.5182 -2.4620
H -4.3820 -3.5395 -3.7811
H -2.9759 -2.0670 -1.4370
H -4.3137 -1.5474 -2.5865
H -6.6903 -2.0720 -1.5951
H -5.8260 -1.1148 -0.5996
H -2.7833 -1.0500 -4.0133
H -0.8049 -2.7576 -2.0213
H -1.3592 -1.1456 -2.3618
H 0.8349 -0.8360 -3.6197
H 1.3679 -2.0038 -2.5283
O -6.4157 2.2446 0.9830
P -7.5165 2.8736 1.7882
O -6.7515 3.2277 3.1871
C -5.8144 4.3083 3.2056
C -6.5232 5.6445 3.3320
O -8.2974 1.4932 2.2511
C -8.2432 0.3282 1.4322
C -7.2562 -0.6692 1.9995
O -8.8511 3.7416 2.2484
C -9.9648 3.8169 1.3256
C -11.0151 2.7707 1.6514
H -5.1861 4.2837 2.3098
H -5.1668 4.1570 4.0693
H -7.1074 5.8620 2.4349
H -5.8027 6.4509 3.4760
H -7.2176 5.6329 4.1724
H -8.0066 0.5839 0.3975
H -9.2437 -0.1135 1.4307
H -6.2631 -0.2302 2.1141
H -7.1777 -1.5450 1.3572
H -7.5722 -0.9933 2.9923
H -9.6182 3.7187 0.2940
H -10.3965 4.8115 1.4374
H -10.7256 1.7920 1.2701
H -11.9693 3.0312 1.1910
H -11.1488 2.6723 2.7283
O 6.3708 -1.4805 2.0542
P 7.0886 -1.0243 3.3043
O 8.2461 -0.1613 2.5064
C 7.8949 1.0962 1.9312
C 7.8872 2.2024 2.9725
O 7.9705 -2.3965 3.5604
C 7.4229 -3.6812 3.2610
C 7.9805 -4.2031 1.9535
O 7.7447 -0.3880 4.6993
C 7.1557 -0.7708 5.9664
C 7.9189 -1.9217 6.5965
H 6.9228 1.0255 1.4321
H 8.6427 1.3152 1.1684
H 7.0823 2.0515 3.6959
H 7.7453 3.1760 2.5004
H 8.8234 2.2110 3.5309
H 6.3325 -3.6541 3.2483
H 7.7164 -4.3520 4.0733
H 7.7953 -3.5063 1.1354
H 7.5354 -5.1672 1.6994
H 9.0623 -4.3266 2.0250
H 6.0993 -1.0211 5.8413
H 7.2150 0.1028 6.6160
H 7.6392 -2.8724 6.1437
H 7.6963 -1.9897 7.6624
H 8.9931 -1.8008 6.4590
O -1.9948 6.2430 4.7023
P -0.8797 5.2982 5.0627
O -1.5805 4.7302 6.4481
C -2.6676 3.8223 6.3456
C -2.1755 2.4073 6.0898
O 0.1334 6.3972 5.7625
C 0.2124 7.7354 5.2644
C -0.5664 8.6795 6.1553
O 0.3008 4.1409 5.3073
C 1.3812 4.0619 4.3487
C 2.5936 4.8402 4.8278
H -3.3569 4.1425 5.5575
H -3.2083 3.8562 7.2921
H -1.7119 2.3285 5.1034
H -3.0018 1.6958 6.1379
H -1.4197 2.1255 6.8234
H -0.1252 7.7932 4.2289
H 1.2689 8.0183 5.2725
H -1.6064 8.3675 6.2535
H -0.5427 9.6957 5.7578
H -0.1424 8.6883 7.1608
H 1.0528 4.4116 3.3667
H 1.6411 3.0064 4.2557
H 2.4705 5.9074 4.6480
H 3.4896 4.5202 4.2929
H 2.7455 4.7075 5.8988

Atoms 1-3, force components in eV/Å:
0.0244 -1.0884 -1.3569
0.4677 0.4999 1.1539
-0.0939 0.0160 -0.3506

E_LUMO in eV: -3.96
Net charge: +1
E in Eh: -4782.45139
Orbital gap in eV: 7.11

Atomic partial charges in e from the Mulliken method, atoms 1 to 2: atom 1 (C): -0.326, atom 2 (C): 0.600

---

[2]
Entry from the Open Molecules 2025 dataset: a structure of composition C19H16N9PtS (ωB97M-V/def2-TZVPD).

Positions of all 46 atoms, in Å:
Pt -1.1181 -1.1924 -0.2427
S 1.0635 -1.0176 0.0463
C 1.2205 0.7449 -0.0219
N 2.3950 1.3785 0.0025
N 3.5313 0.6466 -0.0588
C 4.7224 1.2760 0.1482
C 5.9107 0.4880 0.1022
C 7.1001 1.0844 0.3599
C 7.1513 2.4869 0.6348
C 5.9689 3.2637 0.6729
C 4.7652 2.6843 0.4175
N 0.1374 1.4995 -0.0802
N -1.0423 0.8242 0.0603
C -2.0517 1.6978 0.3600
C -1.9655 3.0900 -0.0147
C -2.9832 3.9390 0.3063
C -4.0940 3.4645 1.0286
C -4.1652 2.1012 1.4417
C -3.1733 1.2320 1.1131
H 3.5284 -0.3318 -0.3297
H 5.8569 -0.5680 -0.1312
H 8.0130 0.5046 0.3615
H 8.1106 2.9625 0.7938
H 6.0286 4.3206 0.8922
H 3.8526 3.2583 0.3906
H -1.1012 3.4275 -0.5628
H -2.9400 4.9782 0.0110
H -4.8946 4.1441 1.2915
H -5.0005 1.7736 2.0468
H -3.1760 0.2155 1.4835
N -5.1453 -1.7330 -1.3599
C -4.1989 -0.8233 -1.1931
N -3.0779 -1.4578 -0.8574
C -3.4385 -2.7837 -0.8484
N -4.6861 -2.9853 -1.1467
C -2.4066 -3.7831 -0.6195
C -2.6067 -5.1518 -0.6649
N -1.5942 -6.0011 -0.5325
C -0.3838 -5.4824 -0.3642
C -0.1629 -4.1128 -0.2991
N -1.1827 -3.2588 -0.4228
H -6.1093 -1.5928 -1.6397
H -4.3316 0.2342 -1.3445
H -3.6017 -5.5556 -0.8088
H 0.4458 -6.1724 -0.2750
H 0.8295 -3.7167 -0.1465

Atoms 1-3, force components in eV/Å:
0.0804 0.1834 0.0519
-0.1435 0.2310 0.0244
-0.0248 -0.4309 -0.0363

E_LUMO (spin up / spin down) in eV: -9.03 / -12.40
Energy above the lowest of the compared OMol25 structures with the same formula, charge and spin in kJ/mol: 12.8
Net charge: +3
⟨S²⟩: 6.072
Spin multiplicity: 5
E in Eh: -1742.83330
Orbital gap (spin up / spin down) in eV: 7.50 / 5.80

Atomic partial charges in e from the natural (NBO) method, atoms 1 to 2: atom 1 (Pt): 0.840, atom 2 (S): 0.243

---

[3]
Entry from the Open Molecules 2025 dataset: a cluster of 13 separate species, H26O13 in total at a distorted geometry (ωB97M-V/def2-TZVPD).

Positions of all 39 atoms, in Å:
O 0.4110 2.7464 -2.5069
H -0.0050 3.0694 -3.2979
H 0.7710 1.8864 -2.7149
O -2.3490 0.8664 0.6911
H -2.4290 1.6994 0.3581
H -2.2290 0.9914 1.6501
O -0.0520 0.2854 -0.6189
H 0.4710 -0.3526 -0.1169
H -0.8200 0.4724 -0.0809
O -4.4330 -0.0906 -0.8049
H -4.5550 -0.8976 -0.3129
H -3.6980 0.2954 -0.3269
O 2.1710 1.7364 -0.4009
H 1.2420 1.4954 -0.3869
H 2.3770 1.5324 -1.3059
O 3.1050 -1.6386 -2.1159
H 2.5020 -1.8686 -1.3579
H 3.5460 -2.4856 -2.2779
O 1.6770 -1.6026 0.3451
H 1.6280 -1.6526 1.3221
H 1.6780 -2.5596 0.1581
O 0.6800 2.0204 2.1651
H 1.5420 2.4524 2.1801
H 0.2270 2.6844 1.6411
O -1.9520 0.3874 -2.6969
H -1.0680 0.3934 -2.2629
H -2.0440 -0.3156 -3.3539
O 0.7530 -0.6596 2.6541
H 0.6560 0.3134 2.4421
H 0.7830 -0.7586 3.5941
O -1.8770 -2.1006 -0.9129
H -1.8390 -1.2346 -1.2599
H -1.9800 -1.9166 0.0011
O 3.4040 0.3924 1.6111
H 2.9700 -0.4006 1.7111
H 2.9460 0.8594 0.8921
O -1.6160 -1.8216 1.5871
H -0.7110 -1.6896 1.9071
H -1.8840 -2.5346 2.2031

Atoms 1-3, force components in eV/Å:
0.1880 0.2930 0.7137
-0.2847 0.0287 -0.5591
-0.0804 -0.2831 -0.2816

E_LUMO in eV: -0.30
Energy above the lowest of the compared OMol25 structures with the same formula, charge and spin in kJ/mol: 219.7
Net charge: 0
E in Eh: -993.68956
Orbital gap in eV: 9.69

Atomic partial charges in e from the natural (NBO) method, atoms 1 to 2: atom 1 (O): -0.942, atom 2 (H): 0.477